Entry 1:
C43H34Cl3N8O2Y as an isolated structure, computed with ωB97M-V/def2-TZVPD.

The geometry in ORCA input format:
```
! wB97M-V def2-TZVPD RIJCOSX def2/J DEFGRID3
* xyz -2 1
Y 0.26 -1.76 -0.11
C 1.04 3.45 -0.40
N 1.77 2.20 -0.59
C 2.47 1.70 0.57
C 1.54 1.28 1.68
N 0.41 0.66 1.51
C -0.20 0.66 2.76
C -1.46 0.18 3.12
C -1.86 0.37 4.42
C -1.03 1.00 5.36
C 0.22 1.48 5.01
C 0.61 1.29 3.69
N 1.72 1.70 2.97
C -0.45 3.33 -0.37
N -1.17 3.12 0.70
C -2.48 3.14 0.26
C -3.66 2.94 0.98
C -4.86 3.00 0.30
C -4.89 3.25 -1.09
C -3.73 3.44 -1.82
C -2.54 3.39 -1.11
N -1.22 3.54 -1.49
H 1.32 4.16 -1.19
H 1.31 3.92 0.55
H 1.17 1.44 -0.94
H 3.16 2.46 0.95
H 3.07 0.84 0.26
H -2.07 -0.33 2.39
H -2.83 -0.01 4.74
H -1.37 1.10 6.39
H 0.86 1.95 5.74
H 2.57 2.09 3.34
H -3.62 2.72 2.04
H -5.79 2.84 0.83
H -5.85 3.28 -1.59
H -3.76 3.61 -2.88
H -0.87 3.46 -2.43
O 0.40 -0.02 -1.79
C -0.23 0.63 -2.70
C 0.47 1.49 -3.59
C -0.17 2.19 -4.60
C -1.55 2.08 -4.77
C -2.26 1.25 -3.91
C -1.64 0.52 -2.89
C -2.47 -0.35 -2.08
N -2.06 -1.05 -1.09
N -3.05 -1.80 -0.45
C -2.55 -2.97 -0.13
O -1.39 -3.41 -0.45
C -3.40 -3.84 0.74
C -4.77 -3.63 0.88
C -5.52 -4.45 1.72
C -4.90 -5.47 2.43
C -3.54 -5.67 2.30
C -2.79 -4.87 1.45
H 1.55 1.56 -3.47
H 0.41 2.81 -5.27
H -2.06 2.62 -5.56
H -3.33 1.14 -4.03
H -3.53 -0.42 -2.34
H -5.23 -2.82 0.33
H -6.59 -4.28 1.82
H -5.49 -6.10 3.10
H -3.04 -6.45 2.87
H -1.72 -5.00 1.35
Cl 3.43 -1.94 -6.84
C 3.23 -1.94 -5.09
C 3.32 -0.76 -4.38
C 3.16 -0.76 -3.01
C 2.91 -1.94 -2.28
C 2.70 -1.95 -0.84
C 2.82 -3.12 -3.05
C 2.97 -3.13 -4.43
H 3.51 0.17 -4.91
H 3.22 0.18 -2.47
H 3.20 -1.13 -0.34
H 2.99 -2.89 -0.38
H 2.61 -4.06 -2.54
H 2.88 -4.05 -4.98
Cl 1.16 -4.80 0.16
C 0.88 -4.78 1.90
C 0.91 -5.99 2.55
C 0.76 -6.06 3.93
C 0.63 -4.85 4.62
C 0.61 -3.65 3.95
Cl 0.50 -2.19 4.92
C 0.65 -3.48 2.50
N 0.54 -2.36 1.86
H 1.06 -6.90 1.96
H 0.77 -7.01 4.45
H 0.55 -4.84 5.70
*
```

Values from the calculation:
- molar mass (g mol⁻¹) = 890.064
- total energy (eV) = -99774.7069
- HOMO-LUMO gap (eV) = 5.183
- ΔE to the lowest compared entry with this formula, charge and spin (kJ/mol) = 50.9
- LUMO level (eV) = 4.261

=====

Entry 2:
C43H35Br2N8NdO2S as an isolated structure at a distorted geometry, computed with ωB97M-V/def2-TZVPD.

The geometry in ORCA input format:
```
! wB97M-V def2-TZVPD RIJCOSX def2/J DEFGRID3
* xyz 0 4
Nd 0.13 1.39 -0.01
C -2.19 0.51 2.30
N -1.42 0.02 1.25
C -1.48 -1.27 0.85
C -0.63 -1.71 -0.27
C -0.51 -2.91 -0.83
C 0.44 -2.79 -1.86
C 0.88 -1.48 -1.89
N 0.25 -0.77 -0.93
C -3.66 0.43 1.99
C -4.19 1.09 0.86
C -5.55 1.02 0.58
C -6.41 0.30 1.41
C -5.90 -0.36 2.53
C -4.53 -0.30 2.82
H -1.91 1.58 2.44
H -1.94 -0.03 3.23
H -2.14 -1.97 1.35
H -1.05 -3.80 -0.55
H 0.77 -3.58 -2.52
H 1.61 -1.05 -2.56
H -3.53 1.66 0.21
H -5.95 1.53 -0.29
H -7.46 0.24 1.18
H -6.56 -0.93 3.17
H -4.15 -0.81 3.69
Br -3.84 7.18 0.24
C -2.79 5.61 0.13
C -2.70 4.94 -1.08
C -1.92 3.81 -1.10
N -1.24 3.34 -0.03
C -1.32 4.00 1.17
C -2.10 5.16 1.25
C -0.55 3.45 2.36
C -0.57 4.07 3.61
C 0.16 3.51 4.66
Br 0.13 4.35 6.36
C 0.91 2.36 4.48
C 0.89 1.80 3.23
N 0.20 2.31 2.19
H -3.22 5.27 -1.97
H -1.80 3.22 -2.01
H -2.19 5.72 2.17
H -1.14 4.97 3.80
H 1.48 1.92 5.29
H 1.45 0.90 3.01
C 2.78 -6.48 1.04
O 2.84 -5.62 -0.03
C 3.83 -4.73 -0.29
C 4.98 -4.62 0.52
C 5.96 -3.66 0.23
C 5.80 -2.79 -0.86
C 4.66 -2.93 -1.68
C 3.69 -3.88 -1.39
N 6.80 -1.80 -1.11
N 6.58 -0.64 -1.53
C 5.28 -0.03 -1.57
C 4.84 0.53 -2.77
C 3.55 1.07 -2.88
C 2.68 1.05 -1.79
O 1.40 1.55 -1.90
C 3.14 0.52 -0.56
N 2.23 0.51 0.57
C 2.57 0.06 1.70
C 3.93 -0.48 1.92
C 4.82 -0.51 0.91
C 4.43 -0.01 -0.43
H 1.85 -7.08 0.98
H 2.77 -5.91 1.99
H 3.65 -7.17 1.03
H 5.12 -5.26 1.38
H 6.83 -3.58 0.86
H 4.52 -2.30 -2.55
H 2.81 -3.96 -2.03
H 5.49 0.53 -3.64
H 3.22 1.48 -3.83
H 1.85 0.08 2.51
H 4.22 -0.84 2.91
H 5.81 -0.89 1.10
S -1.87 0.77 -1.78
C -3.07 0.37 -2.88
N -4.37 0.78 -2.65
C -5.41 0.50 -3.50
C -5.21 -0.21 -4.62
C -3.88 -0.68 -4.93
C -2.84 -0.42 -4.12
H -4.54 1.31 -1.81
H -6.39 0.87 -3.21
H -6.02 -0.44 -5.30
H -3.74 -1.25 -5.85
H -1.84 -0.76 -4.35
H 1.48 3.05 0.25
*
```

Values from the calculation:
- molar mass (g mol⁻¹) = 1031.922
- total energy (eV) = -227367.2361
- HOMO-LUMO gap (spin up / spin down) (eV) = 5.293 / 5.299
- LUMO level (spin up / spin down) (eV) = -0.871 / -0.877
- expectation value of S² = 3.754

=====

Entry 3:
C43H36AlIN3O4Te as an isolated structure, computed with ωB97M-V/def2-TZVPD.

The geometry in ORCA input format:
```
! wB97M-V def2-TZVPD RIJCOSX def2/J DEFGRID3
* xyz 1 1
Al 1.46 0.61 0.27
C 1.16 -1.33 -3.73
C 1.72 -2.19 -2.63
N 1.96 -3.46 -2.87
C 2.49 -4.23 -1.90
C 2.80 -3.78 -0.65
C 3.37 -4.73 0.38
O 4.58 -4.27 0.97
C 2.53 -2.42 -0.36
C 2.84 -1.88 0.94
N 2.53 -0.69 1.35
C 2.91 -0.30 2.67
C 2.81 -1.16 3.76
C 3.17 -0.71 5.03
C 3.60 0.59 5.22
C 3.68 1.46 4.15
C 3.33 1.00 2.89
I 3.40 2.29 1.24
C 1.97 -1.62 -1.36
O 1.68 -0.35 -1.16
H 0.82 -1.96 -4.54
H 1.92 -0.64 -4.11
H 0.33 -0.72 -3.36
H 2.66 -5.27 -2.17
H 3.49 -5.71 -0.08
H 2.66 -4.86 1.21
H 5.30 -4.43 0.35
H 3.41 -2.52 1.61
H 2.44 -2.16 3.62
H 3.09 -1.39 5.87
H 3.87 0.94 6.21
H 4.01 2.48 4.29
C -4.82 2.51 -1.82
C -3.37 2.38 -1.41
C -2.42 3.33 -1.79
C -1.08 3.21 -1.46
C -0.14 4.32 -1.88
O -0.54 5.46 -1.87
C 1.27 3.99 -2.28
C 2.25 4.96 -2.09
C 3.57 4.69 -2.43
C 3.90 3.47 -2.99
C 2.92 2.51 -3.21
C 1.60 2.77 -2.85
C -0.65 2.16 -0.65
O 0.63 2.06 -0.30
C -1.62 1.20 -0.23
C -2.94 1.31 -0.64
C -1.02 0.05 0.46
N -0.18 0.23 1.45
C -0.36 1.38 2.36
C -1.77 1.49 2.95
Te -2.54 -0.34 3.78
C -4.05 -0.52 2.31
C -5.03 0.47 2.19
C -6.01 0.36 1.22
C -6.02 -0.73 0.36
C -5.06 -1.72 0.48
C -4.07 -1.62 1.46
C -1.10 -1.29 -0.12
C -1.50 -1.51 -1.44
C -1.53 -2.79 -1.95
C -1.18 -3.87 -1.15
C -0.80 -3.67 0.17
C -0.76 -2.39 0.69
H -5.01 3.46 -2.31
H -5.48 2.43 -0.95
H -5.10 1.71 -2.51
H -2.72 4.19 -2.37
H 1.96 5.91 -1.67
H 4.33 5.45 -2.28
H 4.93 3.26 -3.27
H 3.18 1.56 -3.66
H 0.84 2.02 -3.01
H -3.65 0.55 -0.32
H -0.11 2.34 1.89
H 0.35 1.23 3.17
H -2.49 1.78 2.19
H -1.77 2.25 3.73
H -5.04 1.31 2.87
H -6.77 1.12 1.14
H -6.79 -0.82 -0.40
H -5.07 -2.58 -0.18
H -3.31 -2.39 1.54
H -1.74 -0.67 -2.07
H -1.82 -2.95 -2.98
H -1.21 -4.88 -1.55
H -0.55 -4.51 0.80
H -0.51 -2.21 1.73
*
```

Values from the calculation:
- molar mass (g mol⁻¹) = 940.264
- total energy (eV) = -79825.2881
- HOMO-LUMO gap (eV) = 6.534
- LUMO level (eV) = -3.715

=====

Entry 4:
C43H36ClN5O6PSV as an isolated structure at a distorted geometry, computed with ωB97M-V/def2-TZVPD.

The geometry in ORCA input format:
```
! wB97M-V def2-TZVPD RIJCOSX def2/J DEFGRID3
* xyz 0 3
V -0.11 -0.71 0.42
C -3.67 -2.74 1.33
C -2.32 -2.57 0.71
O -1.86 -1.40 0.71
C -1.61 -3.68 0.13
C -2.25 -4.94 0.00
C -1.62 -5.99 -0.59
C -0.30 -5.82 -1.06
C 0.36 -4.63 -0.94
C -0.28 -3.52 -0.36
O 0.32 -2.38 -0.28
H -3.99 -1.79 1.74
H -3.63 -3.49 2.12
H -4.39 -3.07 0.57
H -3.27 -5.06 0.37
H -2.12 -6.95 -0.69
H 0.21 -6.66 -1.53
H 1.38 -4.50 -1.27
N -3.38 1.11 -0.56
C -3.11 1.45 -1.90
C -4.01 2.30 -2.56
C -3.91 2.53 -3.91
C -2.93 1.90 -4.67
C -2.01 1.10 -4.02
C -2.05 0.90 -2.63
P -0.73 -0.15 -1.88
C 0.86 0.29 -2.69
C 1.06 1.49 -3.36
C 2.28 1.77 -3.97
C 3.31 0.85 -3.92
C 3.14 -0.34 -3.21
C 1.93 -0.61 -2.58
C -1.29 -1.68 -2.78
C -0.53 -2.42 -3.67
C -1.08 -3.54 -4.31
C -2.39 -3.91 -4.07
C -3.16 -3.17 -3.19
C -2.62 -2.06 -2.55
H -3.80 1.85 -0.02
H -2.61 0.70 -0.05
H -4.80 2.77 -1.97
H -4.62 3.20 -4.39
H -2.87 2.04 -5.74
H -1.25 0.60 -4.60
H 0.27 2.23 -3.39
H 2.41 2.71 -4.49
H 4.25 1.05 -4.43
H 3.95 -1.05 -3.14
H 1.83 -1.51 -1.99
H 0.49 -2.14 -3.89
H -0.46 -4.11 -5.00
H -2.81 -4.78 -4.57
H -4.20 -3.44 -3.01
H -3.25 -1.48 -1.88
N 3.83 5.97 2.30
C 2.78 5.12 1.97
C 1.67 5.02 2.81
C 0.61 4.20 2.48
C 0.65 3.47 1.29
C 1.74 3.59 0.42
C 2.80 4.41 0.77
S -0.70 2.49 0.79
O -1.91 3.13 1.22
O -0.52 2.31 -0.62
N -0.59 0.96 1.41
C -0.46 0.61 2.74
N -0.48 1.49 3.74
C -0.44 0.97 4.96
C -0.39 -0.39 5.22
C -0.28 -1.21 4.11
N -0.30 -0.74 2.87
H 3.91 6.28 3.25
H 4.69 5.87 1.80
H 1.64 5.59 3.74
H -0.26 4.11 3.12
H 1.74 3.03 -0.51
H 3.65 4.50 0.10
H -0.46 1.68 5.79
H -0.39 -0.79 6.23
H -0.15 -2.29 4.21
Cl 4.26 1.98 6.40
C 3.77 1.16 4.93
C 3.56 1.89 3.78
C 3.13 1.24 2.63
C 2.94 -0.13 2.63
C 3.19 -0.86 3.79
C 3.60 -0.22 4.95
C 2.45 -0.86 1.41
O 2.78 -2.02 1.27
O 1.67 -0.18 0.53
H 3.72 2.97 3.78
H 2.95 1.80 1.73
H 3.06 -1.94 3.77
H 3.78 -0.78 5.86
*
```

Values from the calculation:
- molar mass (g mol⁻¹) = 868.228
- total energy (eV) = -123249.5641
- HOMO-LUMO gap (spin up / spin down) (eV) = 7.649 / 7.350
- ΔE to the lowest compared entry with this formula, charge and spin (kJ/mol) = 63.4
- LUMO level (spin up / spin down) (eV) = -0.244 / -0.548
- expectation value of S² = 2.011

=====

Entry 5:
C43H36N6O5PRuS3 as an isolated structure, computed with ωB97M-V/def2-TZVPD.

The geometry in ORCA input format:
```
! wB97M-V def2-TZVPD RIJCOSX def2/J DEFGRID3
* xyz 0 2
Ru -1.10 -0.13 0.07
N 1.14 0.29 3.74
C 0.59 0.20 2.51
S -1.14 0.00 2.41
N 1.44 0.26 1.51
N 0.85 0.17 0.28
C 1.54 0.44 -0.78
C 2.98 0.81 -0.73
C 3.90 0.11 -1.52
C 5.25 0.41 -1.47
C 5.71 1.42 -0.64
C 4.80 2.13 0.14
C 3.45 1.82 0.10
C 0.76 0.46 -2.05
C 1.31 0.86 -3.25
C 0.53 0.85 -4.39
C -0.79 0.43 -4.31
C -1.29 0.06 -3.07
N -0.54 0.08 -1.98
H 0.55 0.42 4.54
H 2.12 0.50 3.81
H 3.57 -0.68 -2.18
H 5.95 -0.15 -2.08
H 6.76 1.67 -0.60
H 5.14 2.92 0.79
H 2.75 2.37 0.71
H 2.34 1.21 -3.27
H 0.94 1.18 -5.34
H -1.43 0.41 -5.18
H -2.32 -0.26 -2.93
O -5.03 -2.37 -0.24
S -3.59 -2.28 -0.27
O -2.99 -1.52 0.86
O -3.01 -1.84 -1.53
C -2.88 -3.87 0.05
C -3.65 -5.00 0.24
C -3.03 -6.20 0.53
C -1.65 -6.26 0.62
C -0.88 -5.11 0.43
C -1.50 -3.89 0.16
P -0.41 -2.44 -0.22
C 0.99 -2.84 0.89
C 0.65 -2.89 2.24
C 1.62 -3.12 3.20
C 2.94 -3.30 2.82
C 3.28 -3.28 1.48
C 2.31 -3.06 0.51
C 0.04 -2.89 -1.94
C -0.85 -3.64 -2.71
C -0.56 -3.96 -4.02
C 0.63 -3.54 -4.60
C 1.52 -2.79 -3.86
C 1.22 -2.46 -2.54
H -4.73 -4.92 0.17
H -3.62 -7.09 0.69
H -1.15 -7.20 0.84
H 0.19 -5.18 0.50
H -0.38 -2.74 2.55
H 1.34 -3.14 4.25
H 3.71 -3.47 3.57
H 4.31 -3.44 1.17
H 2.59 -3.10 -0.53
H -1.79 -3.96 -2.29
H -1.27 -4.54 -4.60
H 0.86 -3.80 -5.63
H 2.44 -2.43 -4.30
H 1.91 -1.85 -1.99
C 0.08 6.64 4.63
C -0.04 5.87 3.34
C -0.53 6.48 2.19
C -0.62 5.78 1.00
C -0.23 4.45 0.96
C 0.26 3.82 2.09
C 0.35 4.53 3.28
S -0.34 3.52 -0.56
O 1.00 3.08 -0.87
O -1.01 4.37 -1.52
N -1.19 2.22 -0.19
C -2.56 2.30 -0.12
C -3.37 3.44 -0.06
C -4.73 3.27 0.11
C -5.26 1.98 0.21
C -4.39 0.91 0.13
N -3.08 1.07 -0.04
H -0.55 7.53 4.62
H 1.11 6.96 4.80
H -0.22 6.02 5.48
H -0.84 7.52 2.23
H -1.00 6.25 0.10
H 0.55 2.78 2.05
H 0.72 4.04 4.17
H -2.95 4.43 -0.14
H -5.38 4.13 0.16
H -6.32 1.81 0.35
H -4.76 -0.09 0.22
*
```

Values from the calculation:
- molar mass (g mol⁻¹) = 945.043
- total energy (eV) = -108731.9149
- HOMO-LUMO gap (spin up / spin down) (eV) = 7.285 / 6.620
- ΔE to the lowest compared entry with this formula, charge and spin (kJ/mol) = 28.4
- LUMO level (spin up / spin down) (eV) = -0.511 / -1.062
- expectation value of S² = 0.757